Record 1
# C21H68O21

13 unconnected molecules or ions with the total composition C21H68O21 at a distorted geometry (ωB97M-V with the def2-TZVPD basis set, OMol25).

XYZ file:
```
110
Properties=species:S:1:pos:R:3:forces:R:3
C -1.18144 -2.16790 -4.26589 -1.518 0.902 -1.853
O -0.48343 -2.06392 -3.11371 1.679 -0.629 2.294
H -0.62993 -1.58468 -5.00332 -0.343 -0.190 -0.427
H -1.37664 -3.18778 -4.59737 0.359 -0.129 -0.124
H -2.14998 -1.71025 -4.06439 -0.440 0.188 -0.704
H -0.76740 -2.82837 -2.60719 0.323 -0.238 0.786
C -2.81174 2.73124 2.76122 -1.236 0.019 -0.867
O -2.17561 1.82456 3.64607 -0.559 0.238 -0.352
H -2.87503 3.77262 3.07683 0.513 0.040 0.322
H -2.55218 2.70150 1.70300 1.385 -0.035 0.042
H -3.84790 2.46536 2.55196 -0.363 -0.467 1.130
H -1.22592 1.94958 3.58236 0.277 0.137 -0.293
C 4.07859 2.59759 0.43387 -0.337 -1.816 1.112
O 2.78940 2.43341 1.06072 0.248 1.662 0.040
H 4.04991 2.85687 -0.62446 -0.171 0.424 0.181
H 4.66372 3.24380 1.08820 -0.183 0.517 -0.507
H 4.56437 1.62834 0.54639 0.305 -0.096 -0.399
H 2.30551 1.62362 0.88267 0.166 -0.756 -0.517
C -2.83695 3.40862 -1.04652 1.911 -0.179 0.530
O -4.12272 3.17889 -0.56541 -0.702 0.374 0.192
H -2.04687 3.30078 -0.30339 -0.418 -0.318 0.731
H -2.57955 2.61766 -1.75096 0.043 0.636 -0.683
H -2.69869 4.46218 -1.28940 -0.070 -0.158 -1.029
H -4.64545 3.66257 -1.20915 -0.671 -0.189 0.224
C -1.73372 3.13942 -4.51166 0.630 -1.834 0.305
O -0.47873 3.34000 -3.87650 0.102 1.257 -0.057
H -1.62270 2.23424 -5.10868 -0.240 0.009 -0.594
H -2.46142 2.83692 -3.75864 -0.497 0.646 -0.145
H -2.04062 3.95646 -5.16462 0.216 0.152 0.471
H -0.14933 2.51202 -3.51935 -0.161 -0.428 -0.103
C -1.52955 -2.04132 3.97182 -0.962 -0.331 0.031
C -1.74589 -3.08765 2.86190 0.511 0.093 0.744
O -0.77822 -4.15833 2.99121 -0.152 0.751 -1.011
O -0.50054 -1.15126 3.65027 0.827 -0.041 -0.637
H -1.30090 -2.58504 4.88845 0.035 -0.154 0.223
H -2.42859 -1.45528 4.16251 -0.411 -0.151 -0.136
H -1.65981 -2.60787 1.88697 0.695 -0.152 -0.037
H -2.76225 -3.47886 2.81621 -0.141 -0.112 0.634
H -0.88771 -4.63270 3.81860 -0.257 0.174 0.130
H -0.35876 -0.53622 4.37362 -0.078 0.010 0.052
C -0.83116 0.06354 0.66651 -0.390 0.219 1.812
C 0.36757 -0.76947 0.60652 1.851 -1.389 -0.321
O 1.54767 0.03172 0.58041 0.121 0.395 -0.039
O -1.27981 0.45448 -0.58482 -1.094 0.057 -0.806
H -0.69456 0.88882 1.36533 0.379 0.427 -0.150
H -1.58188 -0.49357 1.22699 -0.574 -0.220 -0.591
H 0.37862 -1.36974 -0.30323 -0.378 -0.004 -0.427
H 0.49578 -1.51373 1.39249 -0.496 0.321 0.512
H 2.28951 -0.57200 0.49807 0.524 0.014 -0.171
H -0.68718 1.09120 -0.99098 0.257 -0.006 -0.006
C 5.07538 -0.16897 -1.57978 0.766 -0.392 0.574
C 5.30459 -0.98931 -2.83214 -0.351 0.424 -0.473
O 6.14375 -2.04753 -2.51535 0.801 -1.317 0.572
O 4.59014 -0.88930 -0.44974 -1.408 0.037 -0.655
H 4.42830 0.67792 -1.80818 0.215 -0.012 0.313
H 6.05054 0.09170 -1.16843 0.377 1.039 -0.927
H 5.82661 -0.41380 -3.59659 -0.269 0.746 -0.018
H 4.41181 -1.39748 -3.30591 -0.492 0.308 0.209
H 6.20232 -2.58644 -3.30765 0.200 -0.240 0.136
H 4.98721 -1.76094 -0.51426 0.052 -0.583 0.450
C 0.54692 3.93387 3.61447 1.156 1.295 0.731
C 1.69076 4.95646 3.17977 -0.043 -2.231 -0.117
O 2.98264 4.30460 3.09678 -0.232 0.967 1.522
O 0.44772 2.81386 2.76013 -0.469 0.679 -0.153
H -0.36132 4.50314 3.81231 -0.542 -0.108 -1.018
H 0.72109 3.54395 4.61732 0.789 0.125 0.259
H 1.70173 5.73053 3.94710 0.419 -0.003 -0.125
H 1.56516 5.38419 2.18509 -0.842 0.200 0.089
H 3.02973 3.60448 2.44163 -0.559 -0.099 -0.395
H 1.32049 2.82005 2.36035 0.171 -0.723 -0.573
C -5.11858 0.51858 1.05202 -2.261 0.076 -0.362
C -5.63936 -0.45995 2.14095 1.009 0.766 0.578
O -7.02258 -0.65555 2.31927 -0.051 0.528 -0.635
O -5.90697 1.77161 1.08164 0.811 -1.640 0.790
H -5.28797 0.05665 0.07938 0.147 0.052 -0.230
H -4.04229 0.60675 1.20012 0.034 0.448 0.078
H -5.22871 -0.04833 3.06292 -0.273 -0.230 0.355
H -5.24017 -1.46387 1.99638 0.803 0.095 -0.270
H -7.28646 -0.98014 1.45521 -0.677 -0.063 -0.029
H -5.41307 2.47469 0.65344 0.450 -0.173 -0.185
C 3.20299 -2.87318 2.25900 -0.930 2.355 0.165
C 4.44245 -3.65168 2.00344 0.181 -1.987 -0.751
O 4.99732 -3.44789 0.60471 -0.830 0.290 2.531
O 2.34636 -3.42115 3.27784 0.810 -0.460 -0.828
H 2.71282 -2.66995 1.30688 -0.407 -0.697 -0.215
H 3.38677 -1.85478 2.60133 0.644 0.193 0.064
H 4.10554 -4.67551 2.16578 -0.103 -0.481 -0.879
H 5.10841 -3.62465 2.86591 0.967 1.001 -0.592
H 5.34992 -4.26704 0.24939 -0.053 -0.192 0.378
H 1.44316 -3.32902 2.96588 -0.357 -0.156 0.103
C 2.94405 1.33051 -4.10222 -2.159 -1.329 0.075
C 2.04426 0.53253 -3.04390 1.514 0.466 0.054
O 0.61846 0.50373 -3.20835 1.001 1.440 -0.665
O 3.07558 0.47762 -5.23248 0.031 0.232 -0.391
H 3.96878 1.54109 -3.79611 -0.333 0.030 0.538
H 2.40955 2.23494 -4.39279 0.219 0.372 0.116
H 2.31080 0.94061 -2.06895 -0.304 -0.065 0.348
H 2.43389 -0.48245 -3.12212 -0.078 -0.094 0.257
H 0.29540 -0.37528 -2.99722 -0.147 -0.575 0.128
H 2.18331 0.42737 -5.58311 -0.042 -0.257 -0.361
C -2.97871 -3.00107 -0.70584 1.198 0.201 -0.316
C -3.11702 -3.89215 -1.95653 0.297 -1.610 1.186
O -1.81516 -4.54404 -2.07565 -0.255 0.791 -0.342
O -3.67845 -1.79359 -0.74479 -0.699 0.129 0.097
H -1.93831 -2.71139 -0.55831 0.553 -0.390 -0.631
H -3.11481 -3.56925 0.21435 -0.882 -0.252 -0.059
H -3.50474 -3.48253 -2.88926 0.535 0.745 0.108
H -3.80540 -4.70697 -1.73225 -0.347 0.075 0.134
H -1.92318 -5.43567 -2.41469 -0.056 0.023 -0.084
H -2.99339 -1.12257 -0.69970 -0.211 0.590 -0.175
```
Forces are in eV/Å.

E_HOMO	-9.548	eV
E_tot	-2420.63108	a.u.
energy above the lowest of the compared OMol25 structures with the same formula, charge and spin	386.2	kJ/mol
lowest unoccupied orbital energy	0.2413	eV
gap between HOMO and LUMO	9.79	eV

Record 2
# C21H69ClFNO26

23 unconnected molecules or ions with the total composition C21H69ClFNO26 at a distorted geometry (ωB97M-V with the def2-TZVPD basis set, OMol25).

XYZ file:
```
119
Properties=species:S:1:pos:R:3:forces:R:3
C 0.86316 -4.59597 0.98687 -0.179 0.835 0.286
C -0.22765 -4.31623 0.57490 0.159 -0.337 -0.563
C -1.53339 -3.90438 0.06221 0.323 0.323 0.637
C -1.70929 -2.46146 0.52052 0.060 -1.738 -0.546
C -1.62783 -1.38783 -0.33718 -0.171 -0.085 -0.364
O -1.43387 -1.67743 -1.67334 -0.353 -0.115 -0.091
C -1.72392 -0.07254 0.10930 0.237 0.577 -0.097
C -1.64847 1.07170 -0.87388 0.071 -0.286 -0.640
C -0.57386 0.94970 -1.97493 -0.179 0.275 0.319
C 0.82980 0.64089 -1.47735 0.307 0.444 -0.357
C 1.57962 1.86157 -0.91525 -0.220 -0.449 -0.202
C 1.77060 3.01998 -1.89169 0.592 -0.105 0.694
O 2.70233 2.68035 -2.90824 -0.649 0.060 -0.074
C 2.12007 2.17762 -4.10255 0.814 -0.538 -0.535
C 2.99298 1.02394 -4.58634 -0.247 0.424 0.638
C -1.91172 0.13622 1.47696 -0.128 1.178 0.380
C -2.00186 1.50792 2.12410 0.373 -0.764 -0.063
C -0.67429 1.88144 2.83933 -0.326 0.167 -0.185
C -0.18239 3.26474 2.49315 0.202 -0.562 0.291
F 0.33569 0.94257 2.49439 -0.155 -0.008 -0.121
C -2.02503 -0.94597 2.31827 0.072 -0.157 0.431
C -1.92056 -2.23791 1.84862 -0.009 0.046 0.663
C -2.06046 -3.20037 2.97356 0.326 0.662 -0.422
O -2.04072 -4.39382 2.99625 -0.226 -0.034 0.086
N -2.23992 -2.37267 4.14367 -0.813 -0.747 0.368
Cl -3.74493 -2.84647 4.87882 0.470 0.230 0.417
C -2.21579 -0.97672 3.79190 0.128 0.015 -0.571
O -2.28280 -0.09660 4.59750 -0.268 -0.103 0.063
H 1.78945 -4.46280 1.48503 0.371 -0.485 -0.122
H -1.59996 -4.01209 -1.01246 -0.032 -0.059 -0.078
H -2.27469 -4.50466 0.58028 -0.260 -0.169 -0.308
H -2.29553 -1.67425 -2.11886 0.157 0.070 -0.027
H -2.61278 1.08527 -1.39006 -0.025 0.149 0.085
H -1.53477 2.04414 -0.41266 0.097 -0.148 0.416
H -0.91266 0.23539 -2.71927 0.189 -0.080 -0.070
H -0.54406 1.91566 -2.47892 -0.127 0.075 -0.059
H 0.83894 -0.15235 -0.73256 -0.171 -0.139 -0.010
H 1.40801 0.26453 -2.31628 0.096 -0.196 0.010
H 2.58629 1.52265 -0.66439 0.065 0.023 0.164
H 1.10791 2.19344 0.00963 -0.060 0.288 0.045
H 0.83256 3.41255 -2.28159 -0.033 -0.041 -0.274
H 2.22151 3.82765 -1.31946 -0.007 0.172 -0.058
H 2.11149 2.94007 -4.88133 -0.254 0.272 0.132
H 1.11247 1.79180 -3.95181 -0.207 0.255 0.134
H 2.71119 0.73342 -5.59716 0.063 -0.106 -0.062
H 2.88240 0.20247 -3.88457 0.001 -0.303 -0.205
H 4.03300 1.32865 -4.52358 0.133 0.015 -0.297
H -2.78235 1.40810 2.87290 -0.089 0.380 0.104
H -2.27980 2.26521 1.40650 0.017 0.164 -0.100
H -0.82217 1.75079 3.90783 0.165 0.010 0.078
H -0.41179 3.54446 1.47070 -0.036 0.089 -0.137
H -0.59448 4.00643 3.17166 -0.060 -0.061 -0.114
H 0.89879 3.26541 2.59405 -0.111 0.140 0.103
O 1.23410 -1.93429 -3.51450 0.013 -0.176 -0.190
H 0.32148 -1.62737 -3.51584 0.013 0.017 0.102
H 1.23333 -2.64991 -2.86897 0.027 0.052 0.042
O 0.70327 -7.55930 1.93439 0.044 -0.018 0.126
H 1.17124 -7.54644 2.77503 -0.071 -0.061 0.009
H 0.10885 -6.80073 1.97779 0.042 0.023 -0.107
O -3.13132 -6.47570 5.95689 -0.040 0.113 -0.051
H -3.23149 -5.82736 6.66100 0.033 -0.026 -0.006
H -2.94813 -5.94653 5.17133 0.049 -0.032 -0.009
O 0.30713 -1.75879 6.19514 -0.009 0.130 -0.104
H -0.42437 -1.83150 5.57308 -0.047 -0.141 0.104
H 0.50421 -0.81193 6.21564 0.076 -0.007 0.027
O 2.85467 -1.21524 0.35177 0.139 -0.020 0.453
H 3.11349 -1.93059 0.95304 -0.040 -0.112 -0.090
H 2.13268 -0.77311 0.81716 -0.007 0.010 -0.079
O 2.08393 0.56062 6.54137 0.113 -0.041 0.005
H 2.61759 1.08648 5.93614 -0.108 0.023 -0.028
H 2.60286 -0.23865 6.68791 -0.045 0.000 0.021
O 0.10147 5.07623 -0.41449 -0.073 0.244 -0.129
H -0.61761 4.98184 -1.05053 -0.079 -0.110 0.131
H 0.25927 6.02481 -0.37390 0.030 -0.033 0.082
O -4.50832 -3.47694 -0.50380 -0.238 0.177 0.013
H -5.26193 -4.06383 -0.63988 0.048 -0.023 -0.109
H -4.72829 -3.00833 0.30965 0.144 -0.094 0.081
O -3.15928 -5.59364 -2.77149 -0.072 0.169 0.083
H -3.35996 -4.97730 -2.05944 -0.017 -0.046 0.064
H -2.86246 -5.01863 -3.48977 0.110 0.034 -0.181
O -1.32306 6.01659 2.94570 -0.253 0.392 0.041
H -0.60727 6.60167 3.21374 0.041 -0.082 -0.044
H -2.10795 6.37625 3.38240 -0.048 0.009 0.053
O -2.63705 4.00892 -0.41825 -0.310 0.137 0.083
H -3.39234 3.41465 -0.49034 0.037 0.018 -0.109
H -2.83563 4.55708 0.35098 0.207 0.071 -0.004
O -2.27615 -3.67154 -5.04109 0.016 -0.066 0.274
H -2.97553 -3.66279 -5.70082 0.038 0.004 -0.008
H -2.03847 -2.73960 -4.91967 -0.121 -0.131 -0.197
O 2.62316 4.33350 2.00130 0.439 0.117 -0.078
H 3.19801 4.91480 1.49209 -0.073 -0.026 -0.027
H 3.18076 3.57258 2.20928 -0.004 -0.004 0.076
O -2.45584 -0.84694 -5.42163 -0.032 0.200 0.030
H -3.15269 -0.74650 -6.07830 0.017 -0.037 0.017
H -2.15295 0.05091 -5.24805 0.076 -0.044 0.045
O -4.48651 -0.05709 -1.71979 -0.210 -0.143 0.122
H -5.40432 0.23538 -1.72612 0.022 -0.013 -0.107
H -4.47883 -0.78407 -1.08463 0.018 -0.036 -0.060
O 5.11566 2.54625 3.19086 0.095 -0.082 -0.152
H 5.73802 3.03706 2.64091 0.011 0.037 0.079
H 5.61446 1.77189 3.48005 0.006 0.120 0.212
O 5.23878 -0.98711 -3.91430 0.230 -0.083 0.004
H 4.98708 -1.58701 -3.20437 -0.066 0.072 0.002
H 5.77120 -1.52779 -4.50781 -0.075 -0.032 0.000
O 3.63358 -2.10014 -6.33197 -0.088 0.004 -0.079
H 3.81248 -1.19142 -6.06444 0.028 -0.056 0.132
H 2.89828 -2.35866 -5.76366 0.022 0.031 0.052
O 4.00147 -3.71721 2.03468 -0.103 -0.080 -0.073
H 3.73642 -4.34452 2.71590 0.064 0.087 0.076
H 4.53308 -4.23719 1.42168 0.021 0.068 -0.012
O 1.18307 3.87830 -7.00199 -0.111 0.083 -0.078
H 0.49222 3.80893 -7.66863 0.042 -0.031 -0.006
H 1.37522 4.82046 -6.95351 0.044 -0.034 0.032
O 5.36758 0.13757 1.41219 0.031 0.039 0.217
H 5.16933 0.94247 1.90373 -0.193 -0.026 -0.285
H 4.49972 -0.20259 1.15145 -0.012 -0.061 -0.241
O -3.81838 7.13599 4.29817 -0.024 0.087 0.018
H -3.80478 8.05634 4.58052 0.025 -0.017 -0.034
H -4.56441 6.74768 4.76624 0.061 -0.073 -0.021
```
Forces are in eV/Å.

E_HOMO	-8.730	eV
E_tot	-3412.51915	a.u.
lowest unoccupied orbital energy	-0.7197	eV
gap between HOMO and LUMO	8.01	eV